# 1
{
  "formula": "C44H60BI2N4O4P2Rb",
  "method": "ωB97M-V/def2-TZVPD",
  "e_above_lowest_kj_mol": 28.0,
  "gap_ev": 3.43,
  "spin_multiplicity": 1,
  "homo_energy_ev": -0.25,
  "total_charge": -2,
  "species": ["Rb", "C", "C", "C", "C", "P", "C", "N", "B", "N", "C", "P", "C", "C", "C", "C", "C", "C", "C", "C", "C", "C", "C", "C", "C", "C", "C", "C", "C", "C", "H", "H", "H", "H", "H", "H", "H", "H", "H", "H", "H", "H", "H", "H", "H", "H", "H", "H", "H", "H", "H", "H", "H", "H", "H", "H", "H", "H", "H", "H", "H", "H", "H", "H", "H", "H", "H", "H", "H", "H", "H", "H", "H", "H", "I", "C", "I", "H", "H", "O", "C", "C", "C", "C", "C", "C", "C", "O", "N", "O", "O", "H", "H", "H", "H", "C", "C", "C", "C", "C", "C", "N", "C", "C", "C", "C", "C", "C", "H", "H", "H", "H", "H", "H", "H", "H", "H", "H"],
  "positions_angstrom": [[1.317, -0.802, -1.526], [-3.399, -4.111, 2.959], [-2.874, -2.954, 3.838], [-3.836, -1.776, 3.760], [-2.763, -3.323, 5.349], [-1.140, -2.413, 3.019], [-0.673, -1.052, 4.230], [-0.907, 0.302, 3.791], [-0.538, 0.926, 2.516], [-0.910, 2.287, 2.664], [-0.665, 3.491, 1.902], [-0.433, 3.028, 0.099], [-2.138, 3.306, -0.845], [-2.582, 4.815, -0.888], [-2.043, 2.703, -2.278], [-3.282, 2.463, -0.143], [0.792, 4.491, -0.466], [0.777, 4.608, -2.012], [2.226, 3.953, -0.062], [0.471, 5.837, 0.190], [-1.611, 2.445, 3.893], [-2.361, 3.526, 4.335], [-2.764, 3.479, 5.679], [-2.595, 2.319, 6.430], [-2.079, 1.147, 5.905], [-1.559, 1.247, 4.598], [0.235, -3.791, 3.212], [-0.076, -4.921, 2.170], [0.294, -4.378, 4.633], [1.540, -3.068, 2.851], [-4.478, -4.196, 3.008], [-2.868, -4.991, 3.302], [-3.052, -4.054, 1.913], [-4.842, -2.151, 3.503], [-3.419, -1.094, 3.056], [-3.838, -1.238, 4.719], [-3.666, -2.921, 5.875], [-1.895, -2.988, 5.888], [-2.774, -4.403, 5.498], [0.347, -1.226, 4.519], [-1.214, -1.319, 5.098], [0.286, 3.976, 2.331], [-1.415, 4.226, 2.133], [-1.882, 5.418, -1.513], [-2.668, 5.248, 0.119], [-3.561, 4.851, -1.392], [-1.298, 3.239, -2.890], [-2.981, 2.871, -2.843], [-1.786, 1.638, -2.132], [-3.388, 2.545, 0.979], [-3.056, 1.397, -0.341], [-4.238, 2.670, -0.612], [1.081, 3.683, -2.442], [1.540, 5.326, -2.303], [-0.128, 4.873, -2.544], [2.409, 2.995, -0.585], [2.386, 3.765, 1.033], [3.030, 4.546, -0.458], [-0.560, 6.190, 0.160], [1.133, 6.631, -0.163], [0.552, 5.728, 1.270], [-2.563, 4.410, 3.670], [-3.400, 4.225, 6.181], [-3.089, 2.291, 7.399], [-2.041, 0.221, 6.468], [-0.780, -5.738, 2.489], [0.874, -5.492, 2.007], [-0.338, -4.430, 1.231], [-0.493, -5.091, 4.835], [0.389, -3.630, 5.475], [1.283, -4.953, 4.828], [1.319, -2.455, 1.975], [2.363, -3.700, 2.486], [1.941, -2.387, 3.556], [4.680, -0.100, 4.602], [5.203, 0.175, 2.519], [4.411, -0.985, 0.915], [6.303, 0.092, 2.497], [4.954, 1.192, 2.239], [3.038, 0.897, -2.629], [4.059, 0.923, -3.318], [4.957, -0.119, -3.652], [5.896, 0.231, -4.642], [6.688, -0.798, -5.251], [6.552, -2.143, -4.840], [5.589, -2.551, -3.941], [4.748, -1.561, -3.258], [3.925, -1.921, -2.386], [7.591, -0.448, -6.325], [8.109, -1.332, -7.010], [7.776, 0.780, -6.496], [4.358, 1.864, -3.792], [6.042, 1.296, -4.847], [7.250, -2.911, -5.286], [5.449, -3.610, -3.811], [0.810, -0.910, -7.090], [0.410, -2.136, -6.565], [-0.058, -2.180, -5.249], [-0.183, -1.030, -4.427], [0.307, 0.203, -4.952], [0.718, 0.258, -6.287], [-0.732, -1.053, -3.181], [-1.917, -1.685, -2.952], [-2.939, -1.796, -3.978], [-4.189, -2.333, -3.703], [-4.466, -2.719, -2.400], [-3.514, -2.672, -1.398], [-2.214, -2.209, -1.692], [1.197, -0.737, -8.112], [0.525, -3.066, -7.140], [-0.158, -3.164, -4.732], [0.357, 1.094, -4.255], [1.123, 1.209, -6.686], [-2.747, -1.446, -4.961], [-4.844, -2.519, -4.555], [-5.502, -3.000, -2.199], [-3.715, -3.153, -0.454], [-1.495, -2.214, -0.906]]
}

# 2
{
  "formula": "C44H60BaGeIN4O4S2",
  "method": "ωB97M-V/def2-TZVPD",
  "e_above_lowest_kj_mol": 104.5,
  "gap_ev": [5.57, 5.52],
  "spin_multiplicity": 2,
  "homo_energy_ev": [-6.43, -6.43],
  "total_charge": 0,
  "species": ["Ba", "C", "C", "C", "C", "O", "Ge", "O", "C", "C", "C", "C", "O", "C", "C", "C", "C", "H", "H", "H", "H", "H", "H", "H", "H", "H", "H", "H", "H", "H", "H", "H", "H", "H", "H", "H", "H", "H", "H", "H", "H", "H", "H", "H", "C", "C", "N", "N", "C", "S", "S", "C", "C", "C", "C", "C", "C", "C", "C", "C", "C", "C", "C", "C", "O", "H", "H", "H", "H", "H", "H", "H", "H", "H", "H", "H", "H", "H", "H", "I", "C", "C", "C", "C", "C", "C", "C", "C", "C", "C", "H", "H", "H", "H", "H", "H", "C", "C", "N", "C", "C", "N", "C", "C", "H", "H", "H", "H", "H", "H", "H", "H", "H", "H", "H", "H", "H"],
  "positions_angstrom": [[-0.237, 0.448, 0.749], [-2.513, 3.150, 2.605], [-1.100, 3.044, 3.181], [-0.214, 4.131, 2.571], [-1.143, 3.219, 4.697], [-0.558, 1.792, 2.809], [-0.197, 0.221, 3.942], [1.450, 0.131, 3.080], [2.622, -0.366, 3.704], [2.863, 0.326, 5.047], [2.498, -1.879, 3.895], [3.789, -0.059, 2.768], [-0.947, -0.978, 2.636], [-1.885, -2.032, 2.830], [-1.260, -3.308, 2.268], [-3.153, -1.693, 2.046], [-2.223, -2.221, 4.306], [-2.963, 4.119, 2.833], [-2.490, 3.025, 1.519], [-3.147, 2.363, 3.018], [-0.590, 5.127, 2.816], [0.808, 4.036, 2.943], [-0.188, 4.035, 1.482], [-1.543, 4.203, 4.953], [-1.773, 2.460, 5.163], [-0.141, 3.132, 5.124], [2.098, 0.056, 5.776], [3.837, 0.047, 5.455], [2.838, 1.411, 4.914], [1.612, -2.110, 4.493], [3.372, -2.287, 4.407], [2.391, -2.365, 2.923], [3.940, 1.022, 2.701], [4.713, -0.513, 3.135], [3.581, -0.459, 1.775], [-0.940, -3.147, 1.236], [-0.383, -3.598, 2.852], [-1.977, -4.133, 2.281], [-2.942, -1.650, 0.975], [-3.926, -2.447, 2.212], [-3.542, -0.720, 2.354], [-1.332, -2.475, 4.884], [-2.654, -1.313, 4.733], [-2.948, -3.030, 4.418], [-2.111, -3.043, -2.993], [-2.005, -1.857, -2.061], [-0.906, -1.676, -1.386], [0.021, -2.697, -1.678], [1.185, -2.636, -1.143], [2.032, -1.485, -0.175], [2.296, -3.982, -1.581], [1.142, -5.301, -2.060], [0.499, -5.972, -0.874], [1.260, -6.489, 0.170], [0.651, -7.103, 1.252], [-0.732, -7.210, 1.308], [-1.500, -6.698, 0.274], [-0.885, -6.083, -0.807], [-3.196, -0.966, -1.926], [-4.402, -1.270, -2.579], [-5.557, -0.531, -2.405], [-5.547, 0.560, -1.540], [-4.386, 0.920, -0.896], [-3.186, 0.200, -1.093], [-2.087, 0.595, -0.558], [-1.322, -3.000, -3.746], [-3.064, -3.120, -3.496], [-1.937, -3.958, -2.431], [1.724, -6.006, -2.657], [0.380, -4.855, -2.696], [2.339, -6.390, 0.143], [1.258, -7.496, 2.059], [-1.207, -7.681, 2.160], [-2.580, -6.770, 0.310], [-1.488, -5.675, -1.609], [-4.465, -2.114, -3.248], [-6.458, -0.811, -2.935], [-6.454, 1.129, -1.372], [-4.348, 1.775, -0.232], [-1.033, 2.563, -2.846], [0.130, 4.185, -2.272], [-0.063, 5.418, -2.829], [0.760, 6.507, -2.468], [1.778, 6.347, -1.575], [2.011, 5.087, -0.972], [3.065, 4.875, -0.047], [3.273, 3.660, 0.540], [2.418, 2.554, 0.256], [1.437, 2.809, -0.632], [1.158, 3.998, -1.309], [-0.851, 5.563, -3.556], [0.576, 7.474, -2.917], [2.420, 7.179, -1.311], [3.709, 5.711, 0.196], [4.082, 3.522, 1.246], [2.566, 1.604, 0.759], [3.467, 1.550, -4.934], [2.745, 1.718, -3.574], [2.715, 0.449, -2.864], [4.062, 0.091, -2.453], [5.004, 0.104, -3.681], [4.130, 0.203, -4.903], [3.084, -0.883, -4.887], [2.133, -0.581, -3.706], [4.241, 2.295, -5.113], [2.778, 1.546, -5.779], [1.728, 2.064, -3.746], [3.255, 2.456, -2.954], [4.024, -0.898, -1.997], [4.407, 0.791, -1.692], [5.592, -0.808, -3.775], [5.675, 0.963, -3.707], [4.707, 0.094, -5.732], [3.613, -1.827, -4.756], [2.596, -0.878, -5.861], [1.985, -1.488, -3.126], [1.157, -0.237, -4.049]]
}

# 3
{
  "formula": "C44H60ClN6O4S3ScSi2",
  "method": "ωB97M-V/def2-TZVPD",
  "e_above_lowest_kj_mol": 41.9,
  "gap_ev": 6.02,
  "spin_multiplicity": 1,
  "homo_energy_ev": -2.29,
  "total_charge": -2,
  "species": ["Sc", "N", "C", "S", "N", "N", "C", "C", "C", "C", "C", "C", "C", "C", "C", "C", "C", "C", "N", "H", "H", "H", "H", "H", "H", "H", "H", "H", "H", "H", "C", "C", "C", "C", "C", "C", "N", "N", "Si", "C", "C", "C", "H", "H", "H", "H", "H", "H", "H", "H", "H", "H", "H", "H", "H", "H", "H", "C", "C", "O", "S", "C", "C", "C", "C", "C", "C", "C", "C", "H", "H", "H", "H", "H", "H", "H", "Cl", "C", "C", "C", "C", "O", "Si", "S", "O", "C", "C", "C", "C", "O", "C", "C", "C", "C", "H", "H", "H", "H", "H", "H", "H", "H", "H", "H", "H", "H", "H", "H", "H", "H", "H", "H", "H", "H", "H", "H", "H", "H", "H", "H", "H"],
  "positions_angstrom": [[0.194, 0.566, 0.622], [-0.310, -0.797, 5.137], [-0.213, -0.934, 3.768], [1.297, -1.132, 3.051], [-1.406, -0.993, 3.176], [-1.404, -0.914, 1.844], [-2.465, -1.350, 1.233], [-3.628, -1.956, 1.934], [-4.330, -1.254, 2.915], [-5.430, -1.820, 3.538], [-5.847, -3.105, 3.206], [-5.149, -3.817, 2.242], [-4.050, -3.245, 1.615], [-2.477, -1.243, -0.234], [-3.610, -1.531, -1.003], [-3.535, -1.432, -2.379], [-2.336, -1.064, -2.971], [-1.270, -0.764, -2.138], [-1.345, -0.835, -0.816], [0.548, -0.483, 5.560], [-1.145, -0.324, 5.447], [-4.005, -0.259, 3.180], [-5.963, -1.258, 4.295], [-6.707, -3.546, 3.695], [-5.456, -4.823, 1.979], [-3.498, -3.812, 0.875], [-4.535, -1.806, -0.518], [-4.409, -1.640, -2.986], [-2.229, -0.988, -4.045], [-0.314, -0.444, -2.534], [3.834, 1.330, -0.002], [3.334, 1.711, 1.353], [4.204, 2.193, 2.315], [3.682, 2.613, 3.542], [2.336, 2.549, 3.772], [1.477, 2.019, 2.766], [2.016, 1.603, 1.585], [0.156, 1.873, 2.848], [-0.875, 2.732, 3.885], [-2.653, 2.167, 3.642], [-0.757, 4.587, 3.520], [-0.560, 2.630, 5.774], [4.909, 1.497, -0.078], [3.310, 1.912, -0.760], [3.609, 0.286, -0.216], [5.263, 2.249, 2.102], [4.345, 2.994, 4.313], [1.909, 2.877, 4.709], [-2.721, 1.536, 2.757], [-3.319, 3.022, 3.487], [-3.024, 1.608, 4.506], [-0.761, 4.749, 2.439], [0.176, 5.006, 3.909], [-1.590, 5.144, 3.961], [-1.285, 1.983, 6.274], [-0.650, 3.628, 6.213], [0.435, 2.251, 6.017], [-5.040, 7.349, -2.779], [-6.359, 7.653, -2.116], [-7.083, 8.546, -2.486], [-6.922, 6.649, -0.753], [-5.646, 5.448, -0.488], [-5.666, 4.230, -1.163], [-4.667, 3.299, -0.950], [-3.622, 3.550, -0.046], [-3.627, 4.778, 0.637], [-4.624, 5.711, 0.422], [-2.595, 2.597, 0.182], [-1.700, 1.794, 0.403], [-4.562, 8.292, -3.039], [-5.252, 6.811, -3.705], [-4.378, 6.743, -2.168], [-6.468, 4.023, -1.862], [-4.673, 2.357, -1.483], [-2.828, 4.979, 1.339], [-4.617, 6.655, 0.953], [0.754, 1.728, -1.513], [6.254, -3.623, -1.164], [5.017, -3.314, -0.321], [5.156, -1.933, 0.315], [4.823, -4.368, 0.764], [3.898, -3.411, -1.188], [2.799, -2.287, -1.725], [1.631, -1.625, -0.180], [1.999, -3.126, -2.916], [1.350, -4.386, -2.899], [0.250, -4.306, -3.954], [0.734, -4.700, -1.537], [2.375, -5.457, -3.274], [3.676, -1.149, -2.539], [3.709, -0.728, -3.896], [2.301, -0.512, -4.442], [4.454, -1.781, -4.717], [4.476, 0.590, -3.903], [7.158, -3.617, -0.549], [6.351, -2.873, -1.950], [6.148, -4.604, -1.633], [6.020, -1.921, 0.984], [4.260, -1.679, 0.883], [5.296, -1.174, -0.457], [5.696, -4.420, 1.419], [4.664, -5.347, 0.305], [3.945, -4.116, 1.361], [-0.483, -3.551, -3.664], [-0.257, -5.269, -4.059], [0.678, -4.024, -4.919], [0.060, -3.900, -1.231], [1.509, -4.781, -0.773], [0.184, -5.643, -1.592], [2.771, -5.263, -4.274], [1.920, -6.450, -3.259], [3.200, -5.424, -2.561], [1.754, -1.456, -4.450], [2.350, -0.119, -5.462], [1.764, 0.195, -3.810], [3.922, -2.731, -4.658], [5.460, -1.921, -4.312], [4.531, -1.474, -5.763], [3.908, 1.351, -3.368], [4.648, 0.930, -4.928], [5.440, 0.461, -3.406]]
}

# 4
{
  "formula": "C44H61N9O3SY",
  "method": "ωB97M-V/def2-TZVPD",
  "e_above_lowest_kj_mol": 196.4,
  "gap_ev": [4.14, 5.46],
  "spin_multiplicity": 2,
  "homo_energy_ev": [0.15, -1.17],
  "total_charge": -2,
  "species": ["Y", "C", "C", "C", "C", "C", "C", "C", "C", "C", "C", "C", "C", "C", "C", "C", "C", "N", "C", "C", "C", "N", "C", "C", "C", "N", "C", "C", "C", "C", "C", "C", "C", "C", "C", "C", "C", "C", "N", "C", "C", "H", "H", "H", "H", "H", "H", "H", "H", "H", "H", "H", "H", "H", "H", "H", "H", "H", "H", "H", "H", "H", "H", "H", "H", "H", "H", "H", "H", "H", "H", "H", "H", "H", "H", "H", "H", "H", "H", "H", "H", "H", "H", "H", "H", "S", "C", "O", "N", "O", "C", "C", "N", "C", "C", "C", "C", "N", "H", "H", "H", "H", "H", "H", "H", "H", "H", "H", "H", "H", "H", "H", "N", "H", "H", "H", "O", "C", "N"],
  "positions_angstrom": [[0.207, -0.010, -0.630], [-4.543, -2.816, -4.406], [-3.317, -1.999, -4.993], [-2.659, -0.995, -4.084], [-2.892, 0.394, -4.017], [-3.692, 1.273, -4.941], [-5.219, 1.197, -4.549], [-2.208, 0.785, -2.818], [-2.275, 2.157, -2.301], [-1.899, 2.595, -1.122], [-2.185, 3.936, -0.540], [-2.807, 5.067, -1.375], [-1.808, 5.798, -2.234], [-1.786, 3.976, 0.747], [-1.210, 2.663, 1.005], [-0.701, 2.229, 2.232], [-0.280, 0.928, 2.601], [-0.250, -0.144, 1.747], [0.073, -1.234, 2.469], [0.163, -2.550, 1.954], [-0.160, -3.052, 0.683], [-0.672, -2.235, -0.305], [-0.975, -3.047, -1.357], [-1.477, -2.661, -2.564], [-1.878, -1.360, -2.932], [-1.585, -0.230, -2.231], [-0.671, -4.505, -0.952], [-0.220, -4.466, 0.293], [0.185, -5.653, 1.071], [-0.967, -6.110, 1.999], [-0.868, -5.658, -1.868], [0.479, -6.176, -2.461], [0.233, -0.913, 3.820], [0.020, 0.469, 3.895], [0.136, 1.358, 5.107], [-1.144, 1.606, 5.926], [0.451, -1.881, 4.965], [-0.868, -2.451, 5.523], [-1.307, 1.863, -0.151], [-2.041, 5.020, 1.809], [-0.872, 5.843, 2.251], [-4.821, -3.530, -5.193], [-4.262, -3.323, -3.500], [-5.435, -2.146, -4.198], [-2.494, -2.642, -5.305], [-3.580, -1.413, -5.926], [-3.315, 2.288, -4.974], [-3.599, 0.901, -5.986], [-5.367, 1.572, -3.528], [-5.851, 1.791, -5.207], [-5.638, 0.170, -4.557], [-2.806, 2.850, -3.000], [-3.632, 4.705, -2.000], [-3.299, 5.734, -0.698], [-1.302, 5.099, -2.882], [-2.364, 6.463, -2.910], [-1.096, 6.333, -1.572], [-0.793, 3.005, 3.037], [0.396, -3.271, 2.701], [-1.864, -3.372, -3.310], [0.478, -6.467, 0.391], [1.062, -5.375, 1.623], [-1.809, -6.401, 1.362], [-0.659, -6.956, 2.582], [-1.308, -5.266, 2.558], [-1.445, -6.434, -1.386], [-1.584, -5.391, -2.681], [1.185, -6.443, -1.688], [0.417, -7.051, -3.145], [0.975, -5.391, -3.043], [0.955, 0.967, 5.737], [0.418, 2.371, 4.799], [-1.569, 0.663, 6.358], [-0.945, 2.263, 6.777], [-1.892, 2.034, 5.240], [1.079, -2.737, 4.602], [1.036, -1.390, 5.736], [-1.373, -3.014, 4.723], [-0.730, -3.011, 6.432], [-1.506, -1.584, 5.678], [-2.845, 5.690, 1.493], [-2.436, 4.423, 2.621], [-0.458, 6.412, 1.430], [-1.224, 6.474, 3.046], [-0.056, 5.197, 2.537], [1.354, 2.438, -3.651], [1.214, 2.069, -2.065], [3.182, -2.305, -3.012], [2.717, -1.297, -2.477], [1.502, -1.409, -2.087], [5.512, -0.066, -1.234], [4.676, 1.199, -0.969], [4.338, 1.397, 0.450], [4.943, 2.529, 1.089], [6.438, 2.424, 1.151], [3.248, 0.817, 0.983], [2.860, 1.135, 2.367], [2.510, -0.024, 0.329], [5.470, -0.275, -2.302], [5.117, -0.977, -0.776], [6.516, 0.082, -0.812], [3.763, 1.180, -1.598], [5.233, 2.089, -1.221], [4.563, 2.640, 2.134], [4.627, 3.384, 0.554], [6.706, 1.506, 1.705], [6.858, 3.289, 1.731], [6.906, 2.375, 0.189], [3.688, 1.048, 3.107], [2.029, 0.507, 2.725], [2.429, 2.126, 2.357], [2.832, -0.226, -0.606], [3.377, -3.225, 0.231], [3.381, -3.260, -0.797], [3.145, -2.232, 0.446], [2.509, -3.687, 0.501], [2.191, 4.036, 0.846], [1.719, 3.641, -0.148], [1.292, 3.263, -1.180]]
}